(1)
This record from the Open Molecules 2025 dataset describes C4H5NO as an isolated structure at a distorted geometry. The level of theory is ωB97M-V/def2-TZVPD.

Last column: Löwdin charge in e.
CARTESIAN COORDINATES (ANGSTROEM)
N -1.9881 -1.7392 0.9783  0.16
C -0.9901 -1.4164 0.4912  -0.15
C 0.2162 -0.8825 -0.1763  -0.32
C -0.0908 0.4944 -0.7847  -0.08
C 0.5299 0.9945 0.5156  -0.16
O 1.1337 -0.2985 0.7510  -0.07
H 0.6869 -1.6476 -0.7977  0.15
H 0.5647 0.7043 -1.6336  0.12
H -1.1192 0.7724 -1.0107  0.12
H 1.2346 1.8019 0.3421  0.11
H -0.1777 1.2166 1.3249  0.13

Charge ... 0
Energy above the lowest of the compared OMol25 structures with the same formula, charge and spin ... 165.1 kJ/mol

(2)
This record from the Open Molecules 2025 dataset describes a 2-piece molecular cluster, C5H15NO overall at a distorted geometry. The level of theory is ωB97M-V/def2-TZVPD.

Last column: Löwdin charge in e.
CARTESIAN COORDINATES (ANGSTROEM)
C -1.0479 -0.0904 1.3435  -0.05
C -0.2809 0.6179 0.1682  -0.44
C -0.8292 2.0102 -0.0835  -0.07
N 1.1761 0.6814 0.3486  -0.25
C 1.8891 -0.4710 -0.1219  -0.12
C 1.6299 1.1301 1.6366  -0.12
H -2.1075 -0.2330 1.1377  0.08
H -1.0029 0.6636 2.1388  0.06
H -0.4041 -0.9238 1.6481  0.07
H -0.4254 -0.0072 -0.7030  0.12
H -0.3251 2.4275 -0.9609  0.08
H -1.8967 2.0226 -0.3149  0.07
H -0.7636 2.6111 0.8374  0.07
H 1.5480 -1.4351 0.3009  0.08
H 1.8644 -0.6479 -1.2012  0.08
H 2.9627 -0.3650 0.0751  0.09
H 2.5648 1.6942 1.6359  0.08
H 1.7667 0.3541 2.4079  0.09
H 0.8962 1.8576 2.0120  0.08
O -2.4050 -3.9186 -4.5144  -0.05
H -1.7554 -3.6740 -3.8618  0.02
H -3.0541 -4.3040 -3.9292  0.03

Charge ... 0
SMILES ... CC(C)N(C)C.O
Energy above the lowest of the compared OMol25 structures with the same formula, charge and spin ... 125.6 kJ/mol

(3)
This record from the Open Molecules 2025 dataset describes a 2-piece molecular cluster, C5H14 overall at a distorted geometry. The level of theory is ωB97M-V/def2-TZVPD.

Last column: Löwdin charge in e.
CARTESIAN COORDINATES (ANGSTROEM)
C -1.2409 2.6357 0.9451  -0.12
C -1.4814 1.7777 -0.3414  -0.28
C -0.2039 1.3487 -1.1723  -0.09
H -1.3158 1.9067 1.7553  0.06
H -0.2760 3.1445 0.9325  0.06
H -1.9652 3.4239 1.1311  0.06
H -2.1811 2.4011 -0.9018  0.08
H -1.9433 0.8358 -0.0664  0.08
H -0.2431 1.6584 -2.2052  0.06
H -0.3076 0.2849 -1.0373  0.03
H 0.6784 1.6784 -0.6251  0.06
C 1.5766 -3.3619 0.3683  -0.17
C 1.1029 -1.9656 0.0583  -0.21
H 2.3762 -3.6060 -0.3297  0.06
H 1.9363 -3.4018 1.4013  0.06
H 0.7740 -4.0948 0.3607  0.06
H 0.1511 -1.7274 0.5521  0.06
H 0.7553 -1.7961 -0.9763  0.06
H 1.8073 -1.1423 0.1508  0.06

Charge ... 0
SMILES ... CCC.CC
Energy above the lowest of the compared OMol25 structures with the same formula, charge and spin ... 78.7 kJ/mol

(4)
This record from the Open Molecules 2025 dataset describes C3H3Br9 as an isolated structure. The level of theory is ωB97M-V/def2-TZVPD.

Last column: Löwdin charge in e.
CARTESIAN COORDINATES (ANGSTROEM)
C -3.6009 -1.8443 2.6049  -1.61
Br -5.2085 -1.2289 1.6769  0.53
Br -4.0114 -3.2489 3.9121  0.54
Br -2.7444 -0.3572 3.4941  0.55
H -3.0066 -2.2972 1.8260  -0.07
C 4.1306 1.6970 -1.2126  -1.60
Br 3.5143 -0.0788 -0.7341  0.58
Br 3.2366 2.3868 -2.7931  0.55
Br 6.0445 1.7158 -1.4805  0.57
H 3.8962 2.3276 -0.3686  -0.03
C -0.3516 0.1447 -1.2986  -1.60
Br -0.2249 -0.3901 -3.1880  0.53
Br -1.8586 -0.6729 -0.4079  0.59
Br -0.3622 2.0721 -1.2003  0.55
H 0.5471 -0.2255 -0.8304  -0.09

Charge ... 0
Energy above the lowest of the compared OMol25 structures with the same formula, charge and spin ... 20.0 kJ/mol

(5)
This record from the Open Molecules 2025 dataset describes an isolated ion of composition C6H15N2 and charge +1 at a distorted geometry. The level of theory is ωB97M-V/def2-TZVPD.

Last column: Löwdin charge in e.
CARTESIAN COORDINATES (ANGSTROEM)
C -1.9004 -0.5770 1.0749  0.08
C -0.6100 -0.3927 0.8810  -0.40
C 0.0322 0.7855 0.2415  -0.12
C -0.1926 0.6887 -1.2643  -0.35
C 0.1337 2.0232 -1.8939  -0.06
N 0.6575 -0.4073 -1.8456  0.23
N 0.3270 -1.5056 1.0668  -0.07
C 0.9441 -1.3070 2.4376  -0.07
H -2.3135 -1.4769 1.5074  0.08
H -2.6133 0.2023 0.8942  0.07
H 1.1017 0.8353 0.4459  0.14
H -0.3976 1.7273 0.5665  0.13
H -1.2613 0.5109 -1.5882  0.17
H -0.4517 2.8142 -1.3791  0.11
H 1.1550 2.3798 -1.7409  0.10
H -0.1946 2.0947 -2.9267  0.09
H 1.4909 -0.1163 -2.3392  0.17
H 0.0148 -1.0254 -2.3278  0.17
H 1.0260 -1.0963 -1.1324  0.17
H -0.2329 -2.3483 1.1049  0.09
H 0.4637 -2.1009 3.0390  0.10
H 0.7575 -0.3116 2.8119  0.08
H 2.0639 -1.3966 2.3665  0.09

Charge ... +1
SMILES ... C=C(C[C@@H](C)[NH3+])NC
Energy above the lowest of the compared OMol25 structures with the same formula, charge and spin ... 188.4 kJ/mol

(6)
This record from the Open Molecules 2025 dataset describes C32H51N3OP2Yb as an isolated structure at a distorted geometry. The level of theory is ωB97M-V/def2-TZVPD.

Last column: Löwdin spin population.
CARTESIAN COORDINATES (ANGSTROEM)
Yb 0.0153 0.1215 -0.9705  0.99
C -3.3105 2.2754 -2.3923  0.00
C -3.8017 2.0106 -0.9857  0.00
C -5.3014 2.2137 -0.8877  0.00
P -3.0574 0.3267 -0.4129  0.00
C -4.5530 -0.8448 -0.3321  0.00
C -4.0476 -2.1766 -0.8893  0.00
C -5.1820 -1.0968 1.0391  0.00
C -2.5972 0.5741 1.3606  0.00
C -3.5831 1.1151 2.1995  0.00
C -3.3743 1.2563 3.5613  0.00
C -2.2446 0.7066 4.1606  0.00
C -1.2042 0.2919 3.3643  0.00
C -1.2622 0.3865 1.9488  0.00
N -0.0419 0.3372 1.2826  0.00
C 1.0371 1.0014 1.8232  0.00
C 0.8553 2.0434 2.7770  0.00
C 1.8515 2.3334 3.6484  0.00
C 3.1311 1.8396 3.4000  0.00
C 3.4134 1.2353 2.1909  0.00
C 2.3861 0.6927 1.4202  0.00
P 2.8066 -0.2876 -0.0784  0.00
C 4.0006 0.8887 -0.9087  0.00
C 3.6075 0.9245 -2.3923  0.00
C 5.5009 0.6169 -0.7437  0.00
C 3.6585 -1.8321 0.6344  0.00
C 4.7993 -1.6642 1.5898  0.00
C 4.0577 -2.8129 -0.4761  0.00
H -3.7837 3.2036 -2.8423  0.00
H -3.6015 1.4968 -3.0929  0.00
H -2.2048 2.4102 -2.4267  0.00
H -3.3895 2.7458 -0.2629  0.00
H -5.9520 1.6036 -1.5301  0.00
H -5.5389 3.3064 -1.0947  0.00
H -5.6613 2.0634 0.1430  0.00
H -5.3449 -0.4413 -1.0281  0.00
H -3.1919 -2.5694 -0.2766  0.00
H -3.6475 -2.0555 -1.9120  0.00
H -4.8995 -2.8995 -0.9038  0.00
H -4.4686 -1.4675 1.7791  0.00
H -5.9431 -1.8950 0.9464  0.00
H -5.6846 -0.1952 1.4162  0.00
H -4.5797 1.3285 1.7805  0.00
H -4.1390 1.7082 4.1888  0.00
H -2.2002 0.6703 5.2575  0.00
H -0.2537 -0.0130 3.7549  0.00
H -0.1606 2.4506 2.8848  0.00
H 1.6803 2.9497 4.5338  0.00
H 3.8887 2.0338 4.1346  0.00
H 4.4485 1.0319 1.9328  0.00
H 3.8133 1.8874 -0.5154  0.00
H 3.8582 -0.0040 -2.9356  0.00
H 4.1887 1.7573 -2.8543  0.00
H 2.5380 1.1756 -2.4977  0.00
H 5.6980 -0.4362 -0.8744  0.00
H 5.8917 0.9347 0.2701  0.00
H 6.0726 1.1488 -1.5421  0.00
H 2.8301 -2.3033 1.1965  0.00
H 5.6918 -1.1932 1.1047  0.00
H 5.1469 -2.6673 1.9213  0.00
H 4.5227 -1.0904 2.4860  0.00
H 4.9508 -2.4674 -1.0754  0.00
H 3.2682 -2.9744 -1.2119  0.00
H 4.3019 -3.8054 -0.0495  0.00
C -0.3966 4.4863 -0.9508  0.00
C 0.6134 3.4184 -1.4191  0.00
C 1.0123 3.6743 -2.9062  0.00
O 0.3576 2.0534 -1.3012  0.01
H 0.0828 5.4633 -1.1062  0.00
H -0.6637 4.3766 0.1273  0.00
H -1.3370 4.4966 -1.5530  0.00
H 1.5297 3.6098 -0.7949  0.00
H 0.2556 3.1683 -3.5441  0.00
H 1.9810 3.2722 -3.1965  0.00
H 0.9539 4.7573 -3.1082  0.00
C -0.0962 -5.5029 -3.1885  0.00
C -0.0382 -4.5144 -2.0437  0.00
C 0.1638 -4.7511 -0.6732  0.00
C -0.0396 -3.4888 -0.0387  0.00
N -0.1507 -2.5082 -1.0003  0.00
N -0.2034 -3.1918 -2.2012  0.00
C 0.1457 -3.2759 1.4153  0.00
H 0.0725 -6.5158 -2.7691  0.00
H 0.7236 -5.2992 -3.9167  0.00
H -1.0737 -5.4680 -3.7371  0.00
H 0.2448 -5.6915 -0.1483  0.00
H -0.4363 -2.7463 -3.0908  0.00
H 1.1704 -3.5360 1.7472  0.00
H -0.4865 -3.9730 2.0235  0.00
H -0.0907 -2.2189 1.6392  0.00

Electronic energy ... -90632.111 eV
Charge ... +1
2S+1 ... 2

What did the third record say?
This record from the Open Molecules 2025 dataset describes a 2-piece molecular cluster, C5H14 overall at a distorted geometry. The level of theory is ωB97M-V/def2-TZVPD.

Last column: Löwdin charge in e.
CARTESIAN COORDINATES (ANGSTROEM)
C -1.2409 2.6357 0.9451  -0.12
C -1.4814 1.7777 -0.3414  -0.28
C -0.2039 1.3487 -1.1723  -0.09
H -1.3158 1.9067 1.7553  0.06
H -0.2760 3.1445 0.9325  0.06
H -1.9652 3.4239 1.1311  0.06
H -2.1811 2.4011 -0.9018  0.08
H -1.9433 0.8358 -0.0664  0.08
H -0.2431 1.6584 -2.2052  0.06
H -0.3076 0.2849 -1.0373  0.03
H 0.6784 1.6784 -0.6251  0.06
C 1.5766 -3.3619 0.3683  -0.17
C 1.1029 -1.9656 0.0583  -0.21
H 2.3762 -3.6060 -0.3297  0.06
H 1.9363 -3.4018 1.4013  0.06
H 0.7740 -4.0948 0.3607  0.06
H 0.1511 -1.7274 0.5521  0.06
H 0.7553 -1.7961 -0.9763  0.06
H 1.8073 -1.1423 0.1508  0.06

Charge ... 0
SMILES ... CCC.CC
Energy above the lowest of the compared OMol25 structures with the same formula, charge and spin ... 78.7 kJ/mol